This record from the Open Molecules 2025 dataset describes a structure of composition C14H24O2P2Tc at a distorted geometry. The level of theory is wB97M-V/def2-TZVPD.

```
43
C14H24O2P2Tc wB97M-V/def2-TZVPD
Tc -0.0392 0.4638 -0.4841
C 3.3298 0.5424 -0.6452
P 2.0735 -0.7514 -0.8678
C 2.4256 -1.5878 -2.4309
C 2.3057 -1.9319 0.5150
C 1.8651 -1.2828 1.8268
P 0.1676 -0.5876 1.6851
C -0.0638 0.5561 3.0661
C -0.9401 -1.9912 1.9997
H 4.3254 0.0940 -0.6561
H 3.2015 1.0655 0.3017
H 3.2606 1.2636 -1.4587
H 3.4145 -2.0490 -2.3935
H 2.4019 -0.8654 -3.2461
H 1.6830 -2.3613 -2.6214
H 3.3527 -2.2459 0.5648
H 1.7234 -2.8323 0.2972
H 2.5407 -0.4719 2.1092
H 1.8919 -2.0079 2.6444
H 0.1751 0.0615 4.0088
H -1.1028 0.8833 3.0933
H 0.5741 1.4311 2.9484
H -0.7437 -2.3613 3.0082
H -0.7668 -2.7998 1.2914
H -1.9789 -1.6783 1.9262
C -4.2314 -0.9964 -1.7277
C -4.1899 0.2157 -1.0299
C -3.0044 0.6676 -0.4976
C -1.8289 -0.1078 -0.6862
C -1.8835 -1.3309 -1.3916
C -3.0837 -1.7685 -1.9122
H -5.1724 -1.3406 -2.1336
H -5.0940 0.7954 -0.9073
H -2.9743 1.5996 0.0476
H -0.9885 -1.9302 -1.5454
H -3.1370 -2.6997 -2.4567
C 0.0581 4.8086 -0.1482
O -0.1355 3.4660 0.4480
C 0.0018 2.4303 -0.2817
O 0.3048 2.3381 -1.4825
H -0.9227 5.2751 -0.1465
H 0.4611 4.7027 -1.1509
H 0.7437 5.3194 0.5198
```

Its multiplicity is 2. The energy relative to the best compared isomer or geometry (same formula, charge and spin) comes out at 106.8 kJ/mol. The total charge is +2. As for the expectation value of S²: 0.78. The HOMO-LUMO gap (alpha / beta) is 0.237 / 0.263 Ha.

Results of the Löwdin charge analysis, in e, for atoms 1 through 4:
1. Tc 1.055
2. C -0.214
3. P 0.808
4. C -0.209



This record from the Open Molecules 2025 dataset describes a cluster of 3 separate species, C6H17NO in total at a distorted geometry. The level of theory is wB97M-V/def2-TZVPD.

```
25
C6H17NO wB97M-V/def2-TZVPD
C -0.6222 -1.2794 0.9873
C -1.3051 -0.3132 0.0152
C -0.7086 -0.7475 2.4200
C 0.8289 -1.5654 0.5921
N -1.1909 -0.6676 -1.3517
H -1.1755 -2.2252 0.9334
H -0.3377 -0.1681 -1.7226
H -1.9695 -0.2957 -1.8863
H -0.7199 0.7329 0.1070
H -2.3346 -0.1031 0.3136
H 1.4193 -0.6456 0.5862
H -1.7414 -0.5309 2.7034
H -0.1283 0.1713 2.5319
H -0.3132 -1.4767 3.1298
H 0.8758 -2.0126 -0.4026
H 1.2893 -2.2634 1.2938
C 0.9623 1.1357 -2.1295
C 0.2408 2.0684 0.0428
O 2.1771 0.5957 -1.7534
H 2.1150 -0.3663 -1.7303
H 1.0500 2.2085 -2.2420
H 0.5540 0.7211 -3.0569
H 1.3234 2.0551 0.0810
H -0.1903 2.8760 -0.5368
H -0.0987 2.0961 1.0749
```

Its multiplicity is 1. The energy relative to the best compared isomer or geometry (same formula, charge and spin) comes out at 512.1 kJ/mol. The total charge is 0. The HOMO-LUMO gap (alpha / beta) is 0.302 / 0.296 Ha.

Results of the Löwdin charge analysis, in e, for atoms 1 through 4:
1. C -0.421
2. C -0.303
3. C -0.081
4. C -0.080



This record from the Open Molecules 2025 dataset describes a cluster of 3 separate species, C20H30N2O8S2 in total at a distorted geometry. The level of theory is wB97M-V/def2-TZVPD.

```
62
C20H30N2O8S2 wB97M-V/def2-TZVPD
O -3.4947 2.7140 -0.2602
C -2.2567 2.9818 -0.7631
N -1.5455 1.8271 -1.4184
C -0.7656 0.9719 -0.4306
C -1.2244 0.9079 1.1303
C -0.2117 -0.0467 1.9727
C 1.0159 -0.7609 1.2289
N 1.4467 -0.7719 -0.1968
C 0.4965 0.1151 -0.9227
O -1.8090 4.3729 -0.6524
C -0.3732 4.5426 -0.8984
C 0.6060 4.2146 0.3728
C 0.3607 5.1371 1.7049
C 1.7286 5.5362 2.5738
C 1.7350 6.4061 3.9626
C 0.2910 6.9088 4.5543
C -1.0847 6.5554 3.7002
C -1.0788 5.6653 2.2838
H -0.9801 2.0967 -2.2506
H -2.1444 1.4592 1.5975
H -0.3826 -0.2094 3.1280
H 1.7273 -1.4106 1.9381
H 0.7315 0.1965 -2.0927
H -0.2154 5.7007 -1.1444
H 0.0523 3.9656 -1.8237
H 1.7169 4.4528 0.0057
H 0.6203 3.0982 0.7220
H 2.7867 5.1630 2.1744
H 2.7660 6.6064 4.5089
H 0.2344 7.5191 5.5787
H -2.0959 6.9521 4.1926
H -2.0750 5.4205 1.7222
C 5.6684 -5.8402 -2.2805
C 5.6203 -4.4431 -1.6879
O 4.3192 -4.1193 -1.2155
S 3.8017 -4.8004 0.1716
C 2.3508 -3.8006 0.3913
O 4.7407 -4.4912 1.2278
O 3.3754 -6.1567 -0.1058
H 5.4937 -6.6004 -1.5138
H 6.6451 -6.0374 -2.7309
H 4.8919 -5.9642 -3.0421
H 6.3610 -4.3250 -0.8909
H 5.8685 -3.7178 -2.4693
H 2.6528 -2.7673 0.5653
H 1.8078 -4.1848 1.2581
H 1.7272 -3.8818 -0.5009
C -3.9964 -0.2704 -1.2817
C -3.2468 -1.4860 -0.7662
O -4.0307 -2.6673 -0.8701
S -4.2423 -3.3356 -2.3413
C -4.9644 -4.8640 -1.7979
O -2.9475 -3.6167 -2.9222
O -5.2578 -2.5861 -3.0520
H -4.1783 -0.3458 -2.3576
H -3.4236 0.6436 -1.1024
H -4.9724 -0.1823 -0.7939
H -2.2903 -1.6105 -1.2835
H -3.0231 -1.3408 0.2954
H -4.2233 -5.4260 -1.2285
H -5.2633 -5.4271 -2.6852
H -5.8422 -4.6430 -1.1878
```

Its multiplicity is 1. The energy relative to the best compared isomer or geometry (same formula, charge and spin) comes out at 1089.1 kJ/mol. The total charge is 0. The HOMO-LUMO gap is 0.285 Ha. As for the SMILES: O=C(Nc1cccnc1)OCCc1ccccc1.CCOS(C)(=O)=O.CCOS(C)(=O)=O.

Results of the Löwdin charge analysis, in e, for atoms 1 through 4:
1. O -0.021
2. C -0.270
3. N 0.051
4. C -0.148



This record from the Open Molecules 2025 dataset describes a structure of composition C17H12NO5RuS at a distorted geometry. The level of theory is wB97M-V/def2-TZVPD.

```
37
C17H12NO5RuS wB97M-V/def2-TZVPD
O 3.4817 0.4002 -5.6142
C 3.2195 0.7062 -4.5344
Ru 2.5883 0.4782 -2.6705
C 2.4219 -0.4912 -0.9453
O 2.2140 -1.0139 0.0592
C 2.6198 2.3574 -2.0239
O 2.6339 3.3254 -1.2917
C 0.3184 0.2977 -2.5002
O -0.1136 -0.2638 -3.4804
C 4.4286 0.4633 -2.7018
O 5.6021 0.5612 -2.6354
H 2.2622 2.6255 -3.0820
N 0.1258 0.7691 -1.3335
S -2.1228 0.1946 -0.3139
C -1.7968 1.0121 1.2451
C -0.5366 1.4711 1.7185
C -0.4457 2.1034 2.9821
C -1.6486 2.3475 3.7018
C -2.8965 1.9980 3.1931
C -2.9473 1.3452 1.9706
C -1.4929 -1.3983 0.1332
C -1.3678 -2.3262 -0.9098
C -1.0377 -3.6518 -0.6175
C -0.7222 -4.0668 0.6783
C -0.7197 -3.1058 1.7022
C -1.0812 -1.7680 1.4269
H 0.2044 1.7852 -1.1902
H 0.3744 1.3294 1.1337
H 0.5305 2.4137 3.4149
H -1.5897 2.8033 4.6868
H -3.8323 2.1527 3.7478
H -3.8669 0.9940 1.5250
H -1.6576 -1.9791 -1.8966
H -1.0134 -4.3628 -1.4392
H -0.4425 -5.1062 0.8955
H -0.4539 -3.3778 2.7337
H -1.2395 -1.0228 2.2320
```

Its multiplicity is 5. The total charge is +3. As for the expectation value of S²: 6.06. The HOMO-LUMO gap (alpha / beta) is 0.205 / 0.154 Ha.

Results of the Löwdin charge analysis, in e, for atoms 1 through 4:
1. O 0.267
2. C -0.103
3. Ru 0.974
4. C -0.095



total charge of number 4 (C17H12NO5RuS)? +3